Version P
Formula: C3H2INS
Source: OMol25
Level of theory: ωB97M-V with the def2-TZVPD basis set

## Properties
HOMO	-9.3	eV

CARTESIAN COORDINATES (ANGSTROEM)
C  -0.226  -0.682  -0.043
C  -1.183  0.315  0.020
C  1.047  -0.113  0.059
N  -0.737  1.555  0.059
S  0.874  1.599  -0.013
I  2.939  -0.960  0.014
H  -0.538  -1.768  -0.127
H  -2.175  0.054  0.031


Version Q
Formula: C3H2INS
Source: OMol25
Level of theory: ωB97M-V with the def2-TZVPD basis set

## Properties
HOMO	-8.1	eV

CARTESIAN COORDINATES (ANGSTROEM)
C  -0.964  0.746  0.044
C  -1.007  -0.700  0.124
C  1.452  -0.169  -0.057
N  0.094  1.435  -0.117
S  0.515  -1.478  -0.055
I  3.466  0.210  0.042
H  -1.823  1.383  0.100
H  -1.732  -1.427  -0.081


Structures ranked by computed energy, the most stable listed first: version P, version Q.


Version P
Formula: C2H9N2O
Source: OMol25
Level of theory: ωB97M-V with the def2-TZVPD basis set

## Properties
total charge	+1
HOMO	-12.6	eV

CARTESIAN COORDINATES (ANGSTROEM)
C  -0.013  0.868  0.706
C  0.243  1.003  -0.604
N  -0.427  0.006  -1.481
N  0.653  1.393  1.698
H  -0.717  0.092  1.020
H  0.694  1.896  -1.074
H  0.078  -0.138  -2.345
H  -0.378  -0.928  -1.076
H  -1.315  0.264  -1.635
H  1.423  2.074  1.464
H  0.615  0.874  2.594
H  -0.896  -2.361  0.795
H  0.265  -2.912  -0.225
O  -0.227  -2.131  0.164


Version Q
Formula: C2H9N2O
Source: OMol25
Level of theory: ωB97M-V with the def2-TZVPD basis set

## Properties
total charge	+1
HOMO	-12.8	eV

CARTESIAN COORDINATES (ANGSTROEM)
C  1.038  -0.302  -0.074
C  0.202  -0.036  -1.086
N  -1.221  -0.449  -0.929
N  2.320  0.135  -0.004
H  0.775  -1.048  0.686
H  0.353  0.544  -1.998
H  -1.673  0.378  -1.320
H  -1.454  -1.322  -1.427
H  -1.431  -0.626  0.089
H  2.563  0.812  -0.706
H  2.870  0.036  0.827
H  -1.028  1.306  2.021
H  -1.949  0.075  2.285
O  -1.365  0.496  1.636


Structures ranked by computed energy, the most stable listed first: version Q, version P.